{"formula": "C27H58O3OsP2SSi", "method": "wB97M-V/def2-TZVPD", "species": ["P", "P", "C", "C", "H", "H", "H", "H", "C", "H", "H", "H", "C", "H", "H", "H", "C", "H", "H", "H", "C", "H", "H", "H", "Os", "C", "C", "C", "C", "C", "C", "C", "C", "C", "H", "H", "H", "H", "H", "H", "H", "H", "H", "H", "H", "H", "H", "H", "H", "C", "C", "C", "C", "O", "Si", "S", "O", "C", "C", "C", "C", "O", "C", "C", "C", "C", "H", "H", "H", "H", "H", "H", "H", "H", "H", "H", "H", "H", "H", "H", "H", "H", "H", "H", "H", "H", "H", "H", "H", "H", "H", "H", "H"], "xyz": [[-0.5166, -2.5671, -3.6089], [0.1662, 0.9936, -5.3232], [-0.8394, -1.7267, -5.2709], [0.1502, -0.7240, -5.9331], [-1.8406, -1.2820, -5.1781], [-0.9616, -2.5874, -5.9660], [1.1714, -1.1388, -5.9519], [-0.1467, -0.6206, -6.9954], [-1.3601, 1.9666, -5.6537], [-1.4993, 2.6814, -4.8334], [-2.2509, 1.3266, -5.6988], [-1.3390, 2.5588, -6.5890], [1.5654, 2.1640, -5.7193], [1.5789, 2.7502, -6.6429], [2.5103, 1.6042, -5.6354], [1.5896, 2.9192, -4.9033], [-1.7536, -3.8819, -3.9214], [-1.8392, -4.5275, -3.0468], [-1.3705, -4.4429, -4.7839], [-2.7129, -3.4311, -4.1278], [1.1495, -3.2238, -4.0120], [1.8340, -2.3949, -4.2349], [1.0482, -3.8747, -4.8898], [1.5633, -3.7923, -3.1700], [-0.9296, -1.9751, -1.6832], [0.4858, 3.1196, -1.4128], [-0.8042, 3.2280, -1.7700], [-1.5911, 1.9940, -2.1042], [-0.7926, 0.9762, -2.9369], [0.5265, 1.4551, -3.6195], [1.8003, 1.1448, -3.1658], [2.4999, 1.7061, -1.9674], [1.4558, 2.1494, -0.8672], [0.3527, -3.0858, -0.5966], [1.0328, 4.0724, -1.6422], [-1.3220, 4.1708, -1.8949], [-2.5121, 2.3302, -2.6544], [-1.9179, 1.4190, -1.2305], [-0.5505, -0.0144, -2.3420], [-1.5859, 0.6567, -3.6417], [-1.3487, -3.5103, -1.5304], [2.1533, 0.1060, -3.4784], [3.1909, 2.5447, -2.2549], [3.1138, 0.9276, -1.4950], [0.9509, 1.2576, -0.4888], [2.0325, 2.6404, -0.0398], [1.0570, -2.2154, -0.5315], [0.9046, -3.9140, -1.0730], [-0.0187, -3.3740, 0.4005], [-1.4515, -3.5781, 3.9199], [-1.5942, -2.0631, 4.0295], [-2.8237, -1.6216, 3.2488], [-1.7612, -1.6556, 5.4886], [-0.3904, -1.4712, 3.4696], [-0.2706, -0.0703, 2.5715], [-0.7924, -0.3317, 0.5791], [-1.3349, 1.0096, 3.2486], [-1.2476, 2.1748, 4.1052], [-1.0443, 3.4030, 3.2256], [-2.5677, 2.2760, 4.8612], [-0.1382, 2.0620, 5.1369], [1.2050, 0.5652, 3.0057], [2.5795, 0.1174, 3.0683], [3.1893, 0.3609, 1.6949], [3.3488, 0.9474, 4.1004], [2.6632, -1.3405, 3.4914], [-2.3546, -4.0743, 4.3085], [-0.5950, -3.9445, 4.4921], [-1.3301, -3.8765, 2.8707], [-3.6913, -2.2053, 3.5837], [-3.0436, -0.5640, 3.4323], [-2.6800, -1.7741, 2.1738], [-0.9124, -1.9728, 6.1019], [-1.8817, -0.5665, 5.5810], [-2.6712, -2.1196, 5.9040], [-1.8754, 3.4976, 2.5074], [-1.0132, 4.3070, 3.8373], [-0.1031, 3.3293, 2.6639], [-2.7000, 1.4152, 5.5350], [-2.5854, 3.1786, 5.4773], [-3.4189, 2.3101, 4.1710], [-0.2378, 1.1431, 5.7292], [0.8585, 2.0860, 4.6763], [-0.1999, 2.9132, 5.8315], [3.1679, 1.4288, 1.4605], [4.2284, 0.0210, 1.6613], [2.6226, -0.1814, 0.9189], [2.9268, 0.8147, 5.1192], [4.3891, 0.6096, 4.1412], [3.3497, 2.0105, 3.8606], [2.1907, -1.4798, 4.4738], [2.1936, -2.0066, 2.7618], [3.7167, -1.6422, 3.5910]], "atomic_forces_ev_per_a": [[0.9, -2.6, -4.4], [1.3, 4.2, 0.0], [-0.3, 0.5, 0.3], [0.0, -0.5, -0.1], [0.1, 0.0, -0.2], [0.2, 0.6, 0.4], [-0.2, 0.4, 0.1], [0.1, 0.1, 0.4], [-0.4, -0.3, -0.6], [0.2, -0.2, -0.1], [0.2, 0.1, 0.0], [0.3, -0.5, 0.3], [0.8, 0.0, -1.2], [-0.2, -0.6, -0.2], [-0.3, 0.2, -0.2], [-0.3, -0.6, -0.5], [1.2, -0.6, -0.6], [0.0, -0.1, -0.4], [-0.6, -0.2, 0.1], [-0.3, 0.1, -0.2], [-0.2, -0.2, 0.3], [-0.1, -0.2, 0.1], [0.2, 0.1, 0.2], [-0.1, 0.1, -0.3], [-0.8, 2.7, 5.2], [0.8, 3.6, -0.9], [0.6, -1.8, 0.3], [-0.8, 0.1, 0.5], [-0.5, -0.9, 0.9], [-5.0, -2.3, -0.5], [3.0, -2.2, 1.5], [0.1, 0.5, 0.3], [0.4, -0.6, -0.5], [1.1, -0.4, -0.4], [-0.5, -0.4, 0.9], [0.5, 0.1, -0.3], [0.8, -0.6, 0.4], [-0.3, 0.5, 0.2], [0.0, 1.6, -0.4], [0.8, -0.3, -0.1], [-0.2, 0.6, -0.1], [-0.4, 1.0, 0.5], [-0.6, -0.5, 0.4], [0.1, 0.2, -0.4], [0.2, 0.1, 0.1], [-0.7, -0.5, -0.7], [0.0, -0.3, 0.2], [-0.4, 0.3, 0.3], [0.1, 0.3, -0.4], [0.0, -0.2, 0.0], [-0.3, -0.3, -0.1], [-0.4, 0.2, 0.1], [0.0, 0.2, 0.2], [-0.1, 0.7, -1.0], [0.8, 0.7, 5.7], [-0.5, -0.1, -1.5], [0.5, -0.9, -1.3], [-0.1, 0.6, 0.2], [-0.1, 0.0, -0.4], [-0.4, -0.4, -0.1], [0.7, 0.0, 0.2], [-0.6, -0.5, -1.2], [0.3, -0.1, 0.0], [0.0, -0.2, -0.3], [-0.5, 0.0, 0.6], [0.2, -0.3, 0.1], [0.3, 0.2, -0.1], [0.0, 0.1, -0.1], [0.0, 0.0, 0.2], [0.2, 0.1, -0.2], [0.0, -0.2, -0.1], [-0.1, -0.1, 0.1], [-0.1, 0.0, -0.1], [0.1, -0.3, -0.1], [0.3, 0.1, -0.2], [0.3, 0.0, 0.2], [0.0, -0.1, 0.0], [-0.1, 0.0, 0.1], [0.0, 0.3, -0.2], [0.1, -0.1, -0.1], [0.1, 0.0, 0.1], [0.0, 0.2, -0.2], [-0.4, 0.0, 0.2], [-0.1, -0.2, -0.2], [0.0, -0.1, 0.0], [-0.1, 0.0, 0.0], [0.1, 0.1, 0.2], [0.2, 0.1, -0.6], [-0.2, 0.0, -0.1], [-0.1, 0.0, 0.0], [0.0, 0.0, -0.4], [-0.1, 0.0, 0.1], [-0.3, 0.1, -0.1]], "mulliken_spin": [0.04, 0.07, -0.01, 0.02, 0.00, 0.00, 0.00, 0.00, 0.00, 0.00, 0.00, 0.00, 0.00, 0.00, 0.00, 0.01, 0.00, -0.01, 0.00, 0.01, -0.01, 0.00, 0.00, 0.00, 1.05, -0.03, 0.10, 0.02, 0.25, 0.76, 0.51, 0.05, 0.02, 0.02, 0.00, 0.00, 0.00, 0.01, -0.01, -0.03, -0.01, 0.11, 0.06, 0.01, 0.01, 0.00, 0.03, 0.00, 0.00, 0.00, -0.01, 0.01, 0.00, -0.01, 0.11, 0.77, 0.02, 0.00, 0.00, 0.00, 0.01, 0.04, 0.00, 0.00, 0.00, 0.00, 0.00, 0.00, 0.00, 0.00, -0.01, -0.01, 0.00, 0.00, 0.00, 0.00, 0.00, 0.00, 0.00, 0.00, 0.00, 0.00, 0.00, 0.00, 0.00, 0.00, 0.01, 0.00, 0.00, 0.00, 0.00, 0.00, 0.00], "e_tot_ha": -2749.61198, "charge": 2, "largest_force_ev_per_a": 5.897, "orbital_gap_ev": [7.0, 5.4], "homo_ev": [-13.405, -14.030], "multiplicity": 5}